1.
ORCA calculation (ωB97M-V with the def2-TZVPD basis set) on a gas-phase ion, C6H11NP (charge +1) in a non-equilibrium geometry.

Values from the calculation:
LUMO level (spin up / spin down) = -5.026 / -5.025 eV
gap between HOMO and LUMO (spin up / spin down) = 7.63 / 7.63 eV
HOMO level (spin up / spin down) = -12.658 / -12.658 eV
total charge = +1
energy = -17166.77219 eV
energy relative to the best compared isomer or geometry (same formula, charge and spin) = 93.32 kcal/mol

Last column: natural (NBO) charge in e.
Cartesian coordinates (Å):
C -1.8292 0.2632 0.2376  0.19
C -0.7745 1.8546 1.7233  -0.58
C 0.4038 -0.2974 0.3347  -0.51
C -0.2382 -0.9380 -2.5164  -0.62
C 2.2107 1.1943 2.0895  -0.93
C -1.0204 -1.3953 -1.2917  -0.21
N -0.8550 -0.4435 -0.1847  -0.34
P 0.4868 0.7583 1.6863  1.26
H -2.8225 0.3616 -0.1430  0.23
H -1.4803 2.1212 2.4810  0.24
H 1.1641 -1.0130 0.0747  0.26
H -0.5080 0.0806 -2.7890  0.23
H 0.8350 -0.9807 -2.3476  0.22
H -0.4788 -1.5896 -3.3523  0.25
H 2.4817 2.0793 1.5103  0.28
H 2.8628 0.3640 1.8233  0.28
H 2.3162 1.4200 3.1499  0.28
H -0.6716 -2.3749 -0.9552  0.23
H -2.0827 -1.4647 -1.5307  0.23


2.
ORCA calculation (ωB97M-V with the def2-TZVPD basis set) on 2 unconnected molecules or ions with the total composition C6H11NS in a non-equilibrium geometry.

Values from the calculation:
LUMO level = -2.232 eV
gap between HOMO and LUMO = 6.18 eV
HOMO level = -8.414 eV
total charge = 0
energy = -18720.82421 eV
energy relative to the best compared isomer or geometry (same formula, charge and spin) = 107.70 kcal/mol

Last column: natural (NBO) charge in e.
Cartesian coordinates (Å):
C 0.7547 -1.3979 0.3868  0.19
C -1.4309 1.5968 0.1336  -0.58
C -2.4752 -0.7286 0.0226  -0.60
C 3.3217 -0.0617 -0.5714  -0.83
C -0.1123 -0.4444 0.6811  -0.12
C -1.2059 0.1274 -0.2096  -0.26
N 1.5530 -2.1383 0.0347  -0.30
S 2.3753 1.2842 0.0453  -0.01
H -0.6698 2.1356 -0.4411  0.23
H -1.2810 1.6700 1.1555  0.20
H -2.3758 1.8006 -0.0325  0.20
H -3.2916 -0.1983 -0.4370  0.22
H -2.6669 -0.8601 1.1699  0.22
H -2.5517 -1.5420 -0.5608  0.22
H 2.5854 -0.9193 -0.8482  0.28
H 4.0531 -0.4167 0.1952  0.21
H 4.1089 0.1840 -1.3510  0.25
H 0.0440 -0.2201 1.7822  0.25
H -0.7349 0.1285 -1.1553  0.23


3.
ORCA calculation (ωB97M-V with the def2-TZVPD basis set) on C6H11NS in the gas phase in a non-equilibrium geometry.

Values from the calculation:
LUMO level = 0.823 eV
gap between HOMO and LUMO = 9.63 eV
SMILES = SC1(C2CC2)CNC1
HOMO level = -8.803 eV
total charge = 0
energy = -18721.92444 eV
energy relative to the best compared isomer or geometry (same formula, charge and spin) = 82.33 kcal/mol

Last column: natural (NBO) charge in e.
Cartesian coordinates (Å):
C 0.2863 0.4828 -0.6276  -0.11
C -1.0829 0.2308 -1.2111  -0.25
C 0.4465 -1.1237 -0.7732  -0.25
C 0.0207 0.7566 0.8474  -0.27
C 1.0020 0.1404 1.7824  -0.41
C -0.5416 -0.3386 1.6248  -0.43
H 0.7139 2.6607 -1.1609  0.13
H -1.1228 0.6196 -2.2906  0.20
H -1.9542 0.4788 -0.5977  0.21
H -1.0738 -1.8116 -2.0313  0.36
H 1.0092 -1.8192 0.0186  0.20
H 1.1272 -1.2179 -1.6414  0.18
H -0.3085 1.8196 0.9353  0.22
H 1.6806 -0.5471 1.5947  0.20
H 1.2920 0.7015 2.6645  0.21
H -0.7666 -1.3516 1.2429  0.25
H -1.2231 0.0170 2.4854  0.22
N -0.9583 -1.3003 -1.2427  -0.65
S 1.4532 1.6023 -1.6195  -0.03


4.
ORCA calculation (ωB97M-V with the def2-TZVPD basis set) on 2 unconnected molecules or ions with the total composition C6H11NS in a non-equilibrium geometry.

Values from the calculation:
LUMO level = 0.497 eV
gap between HOMO and LUMO = 9.11 eV
HOMO level = -8.615 eV
total charge = 0
energy = -18721.96618 eV
energy relative to the best compared isomer or geometry (same formula, charge and spin) = 81.36 kcal/mol

Last column: natural (NBO) charge in e.
Cartesian coordinates (Å):
C -1.9141 0.5356 -0.1152  0.22
C 0.8195 -1.6874 1.2154  -0.61
C 0.3590 1.7440 0.9117  -0.51
C -0.5738 1.0338 -2.6343  -0.69
C -0.5384 -1.1388 0.8737  -0.43
C -0.6010 0.0634 -0.0899  -0.23
N -2.9467 0.9998 -0.3056  -0.32
S 0.1886 -0.3531 -1.6976  0.23
H 1.1288 -2.1568 0.3612  0.21
H 1.5290 -0.8635 1.6655  0.21
H 0.8575 -2.4239 2.0328  0.22
H 0.2280 1.4153 1.8563  0.19
H 1.2405 1.8608 0.3488  0.21
H -0.3237 2.5371 0.5000  0.21
H -1.4532 0.6657 -3.0489  0.22
H 0.2473 1.2694 -3.3155  0.23
H -0.8769 1.7659 -2.0368  0.22
H -1.1788 -1.7978 0.3718  0.22
H -0.8370 -0.6790 1.9087  0.21


5.
ORCA calculation (ωB97M-V with the def2-TZVPD basis set) on C6H11NS in the gas phase in a non-equilibrium geometry.

Values from the calculation:
spin multiplicity = 3
LUMO level (spin up / spin down) = 0.784 / -2.179 eV
gap between HOMO and LUMO (spin up / spin down) = 5.59 / 6.87 eV
HOMO level (spin up / spin down) = -4.805 / -9.045 eV
total charge = 0
energy = -18719.03115 eV
energy relative to the best compared isomer or geometry (same formula, charge and spin) = 47.53 kcal/mol

Last column: natural (NBO) charge in e.
Cartesian coordinates (Å):
C 1.0455 1.0580 2.1899  -0.02
C 0.7859 1.2424 0.5910  -0.48
C -1.0187 -1.1335 0.7805  -0.49
C 1.6390 2.3649 0.2095  -0.61
C -1.7889 -2.6747 -1.0372  -0.67
C -1.2841 -2.3604 0.2951  -0.15
N 0.5389 0.1633 2.9289  -0.75
S -0.5837 -0.9435 2.5057  0.83
H 1.7004 1.8601 2.5424  0.17
H -0.1875 1.5583 0.4320  0.19
H -1.2362 -0.2326 0.1148  0.24
H 2.8205 2.2791 0.4686  0.21
H 1.2824 3.2820 0.6503  0.21
H 1.3614 2.5135 -0.8086  0.21
H -2.0480 -1.8424 -1.8077  0.23
H -2.8956 -3.0788 -0.9213  0.23
H -1.3237 -3.5569 -1.5469  0.24
H 1.0187 0.2633 0.0864  0.20
H -1.0315 -3.2672 0.9774  0.21


6.
ORCA calculation (ωB97M-V with the def2-TZVPD basis set) on a gas-phase ion, C6H11O (charge -1) in a non-equilibrium geometry.

Values from the calculation:
LUMO level = 4.014 eV
gap between HOMO and LUMO = 6.38 eV
SMILES = C/C=C/CCC[O-]
HOMO level = -2.369 eV
total charge = -1
energy = -8446.20687 eV
energy relative to the best compared isomer or geometry (same formula, charge and spin) = 15.31 kcal/mol

Last column: natural (NBO) charge in e.
Cartesian coordinates (Å):
C 2.4066 -0.3573 -0.0752  0.00
O 1.8599 -0.5331 -1.2871  -0.95
C 1.4935 -0.4585 1.2504  -0.43
C -0.0256 -0.7105 1.0801  -0.43
C -0.6127 -0.0476 -0.1470  -0.18
C -1.8469 0.4180 -0.2279  -0.26
C -2.3813 1.0034 -1.5481  -0.65
H 2.9091 0.6392 0.0023  0.07
H 3.2038 -1.1203 0.1692  0.06
H 1.9182 -1.2081 1.9414  0.17
H 1.5745 0.5067 1.7739  0.16
H -0.1171 -1.7453 0.9299  0.20
H -0.6097 -0.3581 1.9397  0.17
H 0.0995 -0.0833 -0.9965  0.29
H -2.5387 0.4422 0.6229  0.16
H -3.4795 1.0379 -1.5368  0.19
H -1.7949 0.5398 -2.3404  0.23
H -2.0586 2.0349 -1.5507  0.20